Record 1
A molecular structure, C6H15N3 at a distorted geometry. Source: the Open Molecules 2025 dataset; level of theory: ωB97M-V with the def2-TZVPD basis set.

Results
* highest occupied orbital energy: -8.418 eV
* largest force on an atom: 4.1 eV Å⁻¹

```
! wB97M-V def2-TZVPD RIJCOSX def2/J DEFGRID3
* xyz 0 1
C 1.481 -0.584 -0.295
C -1.160 0.502 0.645
C 2.655 0.229 -0.785
C 0.979 -1.615 -1.271
C -1.899 -0.760 0.190
C -1.622 1.756 -0.221
N 0.184 0.687 0.320
N 1.217 -0.758 1.004
N -1.496 0.741 2.052
H 1.844 -0.205 1.592
H -0.931 1.512 2.396
H -1.219 -0.078 2.585
H 0.269 -2.284 -0.793
H 3.532 -0.411 -0.910
H 2.900 1.024 -0.083
H 2.413 0.673 -1.752
H 0.518 -1.131 -2.132
H 1.822 -2.210 -1.634
H -1.849 -0.877 -0.891
H -2.946 -0.702 0.488
H -1.434 -1.624 0.667
H -1.744 1.477 -1.263
H -0.937 2.599 -0.131
H -2.574 2.038 0.222
*
```

These are the Löwdin partial charges, in e, on atoms 1 to 2: atom 1 (C): -0.513, atom 2 (C): -0.734

***

Record 2
3 unconnected molecules or ions with the total composition C6H15N3 at a distorted geometry. Source: the Open Molecules 2025 dataset; level of theory: ωB97M-V with the def2-TZVPD basis set.

Results
* highest occupied orbital energy: -9.008 eV
* largest force on an atom: 2.7 eV Å⁻¹
* SMILES: [H]/N=C(\N)C(C)C.C#N.C

```
! wB97M-V def2-TZVPD RIJCOSX def2/J DEFGRID3
* xyz 0 1
H 1.492 -0.208 -2.912
N 0.769 -0.737 -2.427
C 0.359 -0.196 -1.361
N 0.932 0.908 -0.746
C -0.796 -0.800 -0.592
C -0.961 -2.280 -0.920
C -2.076 -0.021 -0.919
H 1.570 1.444 -1.316
H 0.307 1.533 -0.201
H -0.586 -0.687 0.478
H -1.801 -2.696 -0.365
H -0.060 -2.830 -0.659
H -1.132 -2.404 -1.985
H -2.914 -0.433 -0.359
H -2.298 -0.102 -1.981
H -1.979 1.033 -0.665
C -0.110 2.361 2.189
N -0.470 2.553 1.114
H 0.044 2.289 3.237
C 1.929 0.289 2.093
H 1.664 0.489 0.965
H 1.072 -0.100 2.633
H 2.655 -0.519 2.068
H 2.387 1.112 2.630
*
```

These are the Löwdin partial charges, in e, on atoms 1 to 2: atom 1 (H): 0.045, atom 2 (N): 0.134

***

Record 3
A gas-phase ion, C6H15N3O (charge +2) at a distorted geometry. Source: the Open Molecules 2025 dataset; level of theory: ωB97M-V with the def2-TZVPD basis set.

Results
* highest occupied orbital energy: -18.170 eV
* largest force on an atom: 5.9 eV Å⁻¹
* SMILES: C[NH2+][C@@](C)(O)C1=[NH+]CCN1

```
! wB97M-V def2-TZVPD RIJCOSX def2/J DEFGRID3
* xyz 2 1
C -0.740 -0.619 2.500
N -1.419 0.025 1.407
C -0.688 0.906 0.367
C -1.639 1.171 -0.814
O -0.143 1.945 1.121
C 0.473 0.107 -0.244
N 1.370 0.696 -0.938
C 2.165 -0.142 -1.763
C 1.406 -1.475 -1.523
N 0.468 -1.172 -0.437
H -1.547 -0.956 3.145
H -0.187 -1.528 2.282
H -0.152 0.106 3.000
H -1.938 -0.689 0.876
H -2.185 0.584 1.870
H -2.485 1.685 -0.497
H -1.173 1.855 -1.587
H -1.845 0.215 -1.292
H 0.698 1.709 1.564
H 1.724 1.733 -1.082
H 3.146 -0.203 -1.387
H 2.018 0.277 -2.743
H 0.749 -1.950 -2.403
H 1.999 -2.303 -1.282
H -0.076 -1.980 -0.139
*
```

These are the Löwdin partial charges, in e, on atoms 1 to 2: atom 1 (C): 0.010, atom 2 (N): 0.065

***

Record 4
2 unconnected molecules or ions with the total composition C6H15N3O2P at a distorted geometry. Source: the Open Molecules 2025 dataset; level of theory: ωB97M-V with the def2-TZVPD basis set.

Results
* highest occupied orbital energy: -13.035 eV
* largest force on an atom: 1.3 eV Å⁻¹

```
! wB97M-V def2-TZVPD RIJCOSX def2/J DEFGRID3
* xyz 1 1
N 0.280 -3.259 -0.464
P -0.399 -1.952 -0.055
O -1.862 -2.115 0.545
O 0.407 -1.047 0.983
C -0.773 -0.965 -1.541
C -1.186 0.499 -1.264
C 0.135 1.264 -1.282
C 1.113 0.510 -2.177
N 0.444 -0.827 -2.406
H 1.141 -3.455 0.034
H -2.143 -1.400 1.137
H -0.146 -0.387 1.438
H -1.499 -1.520 -2.126
H -1.930 0.794 -1.998
H -1.629 0.582 -0.275
H 0.537 1.172 -0.275
H 0.080 2.325 -1.493
H 1.268 0.967 -3.148
H 2.078 0.363 -1.707
H 1.076 -1.636 -2.409
H 0.093 -0.786 -3.364
C 0.898 2.019 3.818
C -0.300 1.390 3.284
N -1.274 0.931 2.880
H 1.353 1.366 4.560
H 1.609 2.204 3.016
H 0.631 2.964 4.287
*
```

These are the Löwdin partial charges, in e, on atoms 1 to 2: atom 1 (N): -0.125, atom 2 (P): 0.451

***

Record 5
A molecular structure, C6H15N4O5PS at a distorted geometry. Source: the Open Molecules 2025 dataset; level of theory: ωB97M-V with the def2-TZVPD basis set.

Results
* highest occupied orbital energy: -9.159 eV
* largest force on an atom: 18.8 eV Å⁻¹

```
! wB97M-V def2-TZVPD RIJCOSX def2/J DEFGRID3
* xyz 0 1
O -1.346 -1.339 -0.961
O 0.281 -0.990 2.368
O 3.101 -3.623 1.482
O 3.825 -1.916 1.004
O 3.556 -1.323 2.544
C -0.896 -0.267 -0.828
N -1.433 0.279 -3.162
N -0.195 -2.809 1.128
N 0.046 -0.096 0.127
N 2.086 -1.574 0.408
C 0.374 1.298 0.562
C -0.939 2.027 0.946
C -1.468 2.642 -0.285
C -2.079 1.681 -1.204
C -1.027 0.797 -1.882
P 0.629 -1.361 1.082
S 2.609 -2.275 1.735
H 4.206 -1.627 1.837
H -0.702 -0.052 -3.759
H -2.161 -0.481 -2.938
H -0.267 -3.119 0.152
H -1.105 -2.553 1.415
H 2.029 -2.314 -0.244
H 1.020 1.233 1.453
H 0.873 1.868 -0.237
H -0.714 2.878 1.576
H -1.753 1.398 1.443
H -2.273 3.353 0.052
H -0.661 3.336 -0.830
H -2.953 1.250 -0.828
H -2.523 2.314 -1.992
H -0.141 1.363 -2.161
*
```

These are the Löwdin partial charges, in e, on atoms 1 to 2: atom 1 (O): 0.087, atom 2 (O): -0.217

***

Record 6
A gas-phase ion, C6H15N5S (charge +2) at a distorted geometry. Source: the Open Molecules 2025 dataset; level of theory: ωB97M-V with the def2-TZVPD basis set.

Results
* highest occupied orbital energy: -17.248 eV
* largest force on an atom: 3.6 eV Å⁻¹

```
! wB97M-V def2-TZVPD RIJCOSX def2/J DEFGRID3
* xyz 2 1
C -0.341 0.366 -0.331
C -2.096 -1.367 -0.128
C 3.879 1.010 -0.541
C -3.233 2.136 1.027
C 3.297 -0.238 0.118
C 1.918 -0.606 -0.423
N -1.183 1.334 -0.182
N -2.996 -0.455 0.147
N -0.864 -0.943 -0.495
N -2.322 -2.647 0.031
N 0.986 0.503 -0.312
S -2.755 1.235 -0.446
H 3.739 0.964 -1.602
H 3.465 1.992 -0.132
H 5.075 0.873 -0.335
H -3.811 3.028 0.631
H -2.393 2.401 1.566
H -3.581 1.473 1.871
H 3.172 -0.264 1.146
H 3.945 -1.183 -0.135
H 2.006 -1.142 -1.312
H 1.730 -1.294 0.395
H -3.843 -0.587 0.620
H -0.208 -1.772 -0.707
H -3.171 -3.002 0.347
H -1.727 -3.255 -0.539
H 1.314 1.442 -0.281
*
```

These are the Löwdin partial charges, in e, on atoms 1 to 2: atom 1 (C): -0.365, atom 2 (C): -0.408

***

Record 7
2 unconnected molecules or ions with the total composition C6H15NO. Source: the Open Molecules 2025 dataset; level of theory: ωB97M-V with the def2-TZVPD basis set.

Results
* highest occupied orbital energy: -8.435 eV
* largest force on an atom: 0.4 eV Å⁻¹
* SMILES: C=C(C)O.CCNC

```
! wB97M-V def2-TZVPD RIJCOSX def2/J DEFGRID3
* xyz 0 1
C -1.622 0.213 1.438
C -1.633 1.041 0.402
C -2.260 0.729 -0.922
O -1.030 2.267 0.505
H -1.164 0.500 2.368
H -2.093 -0.749 1.389
H -2.998 1.497 -1.184
H -2.755 -0.237 -0.896
H -1.509 0.717 -1.703
H -1.113 2.741 -0.331
C 2.179 1.017 0.001
C 1.693 -0.314 -0.554
N 1.231 -1.170 0.521
C 0.658 -2.410 0.049
H 2.947 0.844 0.749
H 1.359 1.554 0.470
H 2.597 1.632 -0.792
H 0.904 -0.136 -1.311
H 2.515 -0.830 -1.058
H 0.537 -0.667 1.070
H 1.432 -2.984 -0.464
H 0.307 -2.987 0.904
H -0.182 -2.269 -0.651
*
```

These are the Löwdin partial charges, in e, on atoms 1 to 2: atom 1 (C): 0.030, atom 2 (C): -0.471

***

Record 8
2 unconnected molecules or ions with the total composition C6H15NO at a distorted geometry. Source: the Open Molecules 2025 dataset; level of theory: ωB97M-V with the def2-TZVPD basis set.

Results
* highest occupied orbital energy: -9.077 eV
* largest force on an atom: 1.1 eV Å⁻¹
* SMILES: C=C(C)C[C@H](C)N.O

```
! wB97M-V def2-TZVPD RIJCOSX def2/J DEFGRID3
* xyz 0 1
C 0.338 2.093 -0.449
C 0.174 0.955 -1.110
C -0.202 0.888 -2.559
C 0.209 -0.368 -0.367
C -1.071 -0.551 0.505
C -0.748 -0.908 1.960
N -1.942 -1.551 -0.136
H 0.674 2.151 0.583
H 0.285 3.082 -0.898
H 0.312 0.092 -3.100
H 0.005 1.833 -3.062
H -1.263 0.637 -2.617
H 1.104 -0.535 0.228
H 0.209 -1.190 -1.078
H -1.594 0.402 0.489
H -1.492 -0.520 2.650
H -0.619 -1.983 2.104
H 0.241 -0.543 2.258
H -2.740 -1.703 0.478
H -1.438 -2.440 -0.104
O 3.147 -0.297 1.362
H 2.984 0.361 0.677
H 3.427 0.096 2.187
*
```

These are the Löwdin partial charges, in e, on atoms 1 to 2: atom 1 (C): 0.025, atom 2 (C): -0.370